C36H55N11O4PTeY as an isolated structure at a distorted geometry. Source: the Open Molecules 2025 dataset; level of theory: ωB97M-V/def2-TZVPD.

Properties
**Lowest unoccupied orbital energy**: -0.1991 Ha
**Charge**: +2
**Highest occupied orbital energy**: -12.728 eV
**Energy relative to the best compared isomer or geometry (same formula, charge and spin)**: 1.2625 eV
**Calculated total energy**: -2955.6216 Eh

Last column: Mulliken charge in e.
Geometry (Å):
Te -0.691 -2.699 2.860  -0.166
Y -0.017 -0.485 0.722  -1.243
P -0.106 -3.518 0.722  0.186
O -0.441 -2.466 -0.322  0.672
O -0.626 -4.944 0.263  -0.506
O 2.471 1.736 -1.295  -0.696
O 1.508 -3.667 0.685  0.101
N 1.603 0.022 2.654  0.007
N -2.183 0.126 1.685  1.010
N -6.772 0.604 4.535  -0.720
N 3.220 2.317 -3.365  -0.178
N -7.255 1.760 4.706  -0.454
N 2.293 -0.926 0.043  2.679
N 0.425 -0.428 -1.738  1.143
N -1.198 1.317 -0.850  1.140
N 0.581 1.950 0.829  0.942
N -4.134 -0.230 2.619  0.320
N -6.278 0.501 3.268  0.677
C -0.492 2.961 0.795  -1.152
C -1.259 -5.097 -2.110  -0.983
C -0.583 -0.131 -2.553  1.205
C 2.843 -0.757 2.448  -1.608
C -7.032 4.294 2.011  -0.575
C 1.747 2.302 1.658  -0.079
C -2.400 1.658 -2.984  -2.236
C -3.427 0.567 3.487  -1.274
C -6.431 1.693 2.614  1.149
C -7.401 3.827 3.254  -0.713
C -3.355 -0.472 1.545  0.083
C 0.199 -1.736 -4.126  -1.467
C -0.723 -0.757 -3.786  -0.932
C -6.367 3.478 1.081  -0.651
C 3.591 -4.668 1.363  -1.052
C 1.340 -1.331 -2.073  0.044
C 5.862 2.301 -2.554  -1.219
C 5.173 0.944 -2.821  0.316
C -1.603 2.549 -0.215  -0.835
C -0.229 -5.432 -1.048  -0.085
C 3.697 -2.169 -1.575  -2.608
C 3.865 3.689 -1.505  -0.960
C 3.364 -0.760 1.008  -0.513
C 5.303 3.113 -1.365  -0.332
C 1.792 1.463 2.930  -1.428
C 2.471 -1.453 -1.106  0.915
C -1.438 0.992 -2.054  -0.465
C -6.057 2.163 1.358  -0.439
C 2.099 -4.614 1.611  -0.488
C -5.517 -0.635 2.859  -1.022
C 3.899 1.057 -3.685  -0.255
C -3.759 -1.311 0.384  -1.165
C 1.248 -2.032 -3.270  -0.722
C 3.062 2.531 -2.019  -0.091
C -7.080 2.505 3.557  0.165
C -2.225 0.781 2.902  -0.473
H 3.217 0.231 -3.489  -0.441
H 1.639 -5.593 1.461  0.401
H 2.636 2.099 1.061  -0.261
H 3.856 4.521 -2.210  0.537
H -3.070 2.328 -2.451  0.522
H 2.617 -1.789 2.726  0.288
H 3.784 -4.861 0.308  0.237
H 5.976 3.951 -1.185  0.481
H -1.519 -0.504 -4.471  0.533
H -4.019 -2.320 0.707  0.408
H 3.909 -1.978 -2.625  0.551
H -2.552 2.413 0.309  -0.027
H 1.753 3.361 1.928  0.646
H -0.080 3.927 0.487  0.394
H 3.646 3.102 -3.836  0.473
H 4.134 -1.531 0.945  0.611
H 3.839 0.200 0.777  -0.233
H 4.064 -3.728 1.647  0.156
H 0.980 1.784 3.587  0.489
H 4.137 1.064 -4.747  0.570
H 1.179 -0.375 3.487  0.306
H -1.478 -4.030 -2.091  0.021
H -6.092 3.899 0.123  0.410
H -5.561 1.527 0.634  0.362
H 0.110 -2.254 -5.072  0.540
H 4.908 0.495 -1.860  -0.329
H -7.910 4.455 3.970  0.449
H 6.905 2.089 -2.318  0.443
H -2.934 -1.382 -0.323  -0.198
H 4.577 -1.906 -0.997  0.562
H 3.516 4.037 -0.535  0.206
H 5.861 2.908 -3.464  0.300
H -1.741 3.349 -0.945  0.931
H -3.836 0.907 4.423  0.567
H 0.943 1.902 -0.130  0.188
H 5.329 2.471 -0.480  0.146
H -1.393 1.351 3.279  0.335
H -1.865 2.228 -3.746  0.310
H 2.735 1.645 3.453  0.442
H 1.958 -2.802 -3.535  0.601
H -0.913 3.084 1.792  0.498
H -3.002 0.907 -3.496  0.502
H 4.039 -5.465 1.953  0.481
H -0.859 -5.364 -3.088  0.352
H 5.878 0.274 -3.317  0.539
H -5.925 -1.078 1.950  0.542
H 1.878 -4.298 2.633  0.313
H -2.182 -5.650 -1.944  0.365
H 3.642 -0.396 3.103  0.492
H -5.559 -1.358 3.673  0.300
H 0.742 -5.003 -1.311  0.024
H 3.528 -3.244 -1.461  0.389
H -4.624 -0.885 -0.128  0.440
H -0.117 -6.509 -0.933  0.482
H -7.263 5.313 1.733  0.385